Record 1
{
  "formula": "C4H7NO",
  "method": "ωB97M-V with the def2-TZVPD basis set",
  "species": ["H", "H", "H", "H", "C", "O", "C", "C", "H", "C", "N", "H", "H"],
  "coordinates": [[1.7750, -0.9753, 1.0875], [1.2694, 1.4500, 0.8364], [0.2740, 0.9655, -1.8863], [-1.7730, -1.0629, -0.7336], [-0.7474, 0.7616, 0.0233], [-0.0518, -1.5003, 0.3021], [0.7374, 0.7408, 0.2098], [1.1387, -0.7299, 0.2262], [-1.8350, -0.7676, 1.0160], [-1.1991, -0.6871, 0.1227], [0.1394, 1.3102, -0.9633], [-1.4110, 1.5107, 0.4449], [1.6835, -1.0158, -0.6857]],
  "largest_force_ha_per_bohr": 0.02196,
  "e_above_lowest_kj_mol": 238.2,
  "e_homo_ev": -9.36
}



Record 2
{
  "formula": "C4H7NO",
  "method": "ωB97M-V with the def2-TZVPD basis set",
  "species": ["H", "C", "C", "H", "H", "O", "C", "N", "H", "C", "H", "H", "H"],
  "coordinates": [[1.1944, -1.5946, -0.0287], [-0.8694, -0.9885, -0.0078], [0.5979, -0.7797, 0.3941], [-1.4278, -1.4046, 0.8354], [-1.7134, 2.1815, -0.4628], [-1.5862, 0.1898, -0.3920], [1.1823, 0.5641, -0.0667], [0.2420, 1.6676, -0.1500], [1.6485, 0.4604, -1.0543], [-0.9771, 1.3904, -0.3221], [0.6883, -0.8607, 1.4809], [1.9833, 0.8590, 0.6191], [-0.9629, -1.6849, -0.8450]],
  "largest_force_ha_per_bohr": 0.00739,
  "e_above_lowest_kj_mol": 128.8,
  "e_homo_ev": -9.64
}



Record 3
{
  "formula": "C4H7NO",
  "method": "ωB97M-V with the def2-TZVPD basis set",
  "species": ["H", "O", "H", "H", "H", "C", "H", "H", "C", "N", "C", "C", "H"],
  "coordinates": [[1.1205, 1.5596, 0.5127], [-1.8641, -0.9313, 1.5523], [1.1917, -0.7827, -1.4689], [-1.0526, 0.5804, -1.6221], [-1.9358, -1.4969, 2.3321], [-0.2444, -0.5978, 0.0632], [-1.5654, 1.1050, -0.0147], [1.9223, -0.9949, 0.1728], [0.9162, 1.0667, -0.4528], [-0.5787, -1.2404, 1.1068], [1.1542, -0.4851, -0.4147], [-0.6970, 0.7083, -0.5846], [1.6330, 1.5092, -1.1822]],
  "largest_force_ha_per_bohr": 0.02868,
  "e_above_lowest_kj_mol": 349.4,
  "e_homo_ev": -9.33
}



Record 4
{
  "formula": "C4H7NO",
  "method": "ωB97M-V with the def2-TZVPD basis set",
  "species": ["H", "H", "C", "H", "C", "H", "O", "C", "N", "H", "H", "H", "C"],
  "coordinates": [[-1.2888, -1.4729, 0.8113], [0.1474, 0.3614, -1.5455], [-1.2258, -0.4592, 0.3915], [2.3999, -0.6642, -1.5791], [0.7363, 0.1619, -0.6342], [2.7405, 0.9771, -1.0026], [-3.0840, 0.9790, 0.8226], [2.2173, 0.0483, -0.7654], [0.1821, -0.1410, 0.4639], [2.5924, -0.3776, 0.1670], [-1.6236, -0.4811, -0.6329], [-1.7164, 0.6131, 2.2698], [-2.0773, 0.4553, 1.2336]],
  "largest_force_ha_per_bohr": 0.00937,
  "e_above_lowest_kj_mol": 168.9,
  "e_homo_ev": -9.62
}



Record 5
{
  "formula": "C4H7NO",
  "method": "ωB97M-V with the def2-TZVPD basis set",
  "species": ["H", "H", "C", "C", "H", "H", "N", "H", "O", "H", "H", "C", "C"],
  "coordinates": [[-2.7286, -0.9159, -0.9075], [2.1734, 1.6541, -1.0533], [1.8069, 1.2029, -0.1132], [-0.8009, -1.5976, -0.3310], [-1.1168, -2.6191, -0.1439], [0.2830, 0.0474, 2.7340], [-0.9401, 1.7642, -1.1943], [0.2448, -1.3513, -0.1654], [2.0159, 0.0432, 0.1576], [1.2386, 1.8703, 0.5587], [0.7832, -0.0874, 2.1977], [-1.2793, 0.6737, -0.9958], [-1.6801, -0.6846, -0.7437]],
  "largest_force_ha_per_bohr": 0.02242,
  "e_above_lowest_kj_mol": 322.7,
  "e_homo_ev": -10.27
}



Record 6
{
  "formula": "C4H7NO",
  "method": "ωB97M-V with the def2-TZVPD basis set",
  "species": ["C", "N", "H", "O", "C", "H", "H", "C", "C", "H", "H", "H", "H"],
  "coordinates": [[-0.4077, -0.5691, -0.5642], [-0.4400, 0.8258, -0.1485], [0.4229, 2.4485, 0.6954], [2.8687, 1.6888, 0.7795], [-1.5987, -1.2221, 0.1332], [-2.4618, -0.5602, 0.0211], [2.2737, 0.1451, -0.3753], [2.0175, 1.0349, 0.2332], [0.5765, 1.4514, 0.2742], [-0.5374, -0.6138, -1.6528], [-1.3964, -1.3255, 1.2041], [-1.8416, -2.2046, -0.2797], [0.5243, -1.0993, -0.3201]],
  "largest_force_ha_per_bohr": 0.00904,
  "e_above_lowest_kj_mol": 183.7,
  "e_homo_ev": -9.57
}



Record 7
{
  "formula": "C4H7NO",
  "method": "ωB97M-V with the def2-TZVPD basis set",
  "species": ["H", "H", "C", "N", "C", "C", "H", "H", "H", "H", "O", "H", "C"],
  "coordinates": [[0.8291, 1.6271, -0.5089], [-2.4058, 0.1741, 0.1068], [0.5125, 0.6534, -0.1348], [-0.5828, 0.0921, -0.8760], [0.6853, 0.4917, 1.3601], [0.6936, -0.5258, -1.0462], [1.7228, 0.7338, 1.6209], [0.4934, -0.5339, 1.6879], [0.8266, -1.4930, -0.5635], [1.1742, -0.4115, -2.0140], [-2.2066, -1.4964, -1.0377], [0.0439, 1.1692, 1.9319], [-1.7962, -0.4649, -0.5525]],
  "largest_force_ha_per_bohr": 0.00951,
  "e_above_lowest_kj_mol": 169.9,
  "e_homo_ev": -9.72
}



Record 8
{
  "formula": "C4H7NO",
  "method": "ωB97M-V with the def2-TZVPD basis set",
  "species": ["C", "H", "C", "H", "H", "H", "H", "H", "C", "N", "O", "C", "H"],
  "coordinates": [[-1.2830, 0.1418, -0.6488], [-1.2127, -0.8995, -0.9496], [-1.3359, 0.4375, 0.8254], [1.2601, -1.3811, -1.3414], [2.2381, -0.3222, 0.8951], [-1.8634, 0.7625, -1.3255], [-1.2616, -0.4083, 1.5025], [-1.9633, 1.2515, 1.1760], [1.6346, -0.9239, -0.4256], [1.0969, 0.0332, 0.2708], [2.7218, -1.2878, 0.1462], [-0.1028, 0.7707, 0.0383], [0.0712, 1.8256, -0.1633]],
  "largest_force_ha_per_bohr": 0.00590,
  "e_above_lowest_kj_mol": 315.0,
  "e_homo_ev": -9.38
}



Record 9
{
  "formula": "C4H7NO",
  "method": "ωB97M-V with the def2-TZVPD basis set",
  "species": ["N", "C", "H", "C", "H", "H", "C", "H", "H", "H", "H", "O", "C"],
  "coordinates": [[0.2160, 0.2701, 1.3266], [-0.9403, 0.6244, -0.6733], [1.3122, 0.9389, -0.1873], [-0.2731, -0.3524, 0.3253], [1.1974, 2.1715, 1.0977], [-0.5294, -2.4397, 0.5114], [0.6343, 1.4332, 0.5478], [-0.6905, 0.4888, -1.7372], [0.2534, -1.9341, -1.0245], [-2.0269, 0.5489, -0.5446], [1.1563, -1.8806, 0.5086], [-0.4739, 1.8797, -0.2023], [0.1644, -1.7487, 0.0518]],
  "largest_force_ha_per_bohr": 0.02659,
  "e_above_lowest_kj_mol": 307.0,
  "e_homo_ev": -9.25
}



Record 10
{
  "formula": "C4H7NO",
  "method": "ωB97M-V with the def2-TZVPD basis set",
  "species": ["H", "O", "N", "H", "C", "H", "H", "C", "H", "H", "H", "C", "C"],
  "coordinates": [[-2.4643, 0.7790, 1.0778], [0.7140, 0.2677, 0.1130], [2.8106, -0.1237, -0.1353], [-1.3932, 1.8165, 0.0195], [1.6388, -0.7121, 0.1060], [-1.2413, -0.0014, -1.6927], [-2.2995, -1.0959, -0.6769], [-0.5848, -0.1951, 0.4055], [-0.5955, -0.9494, 1.1842], [2.9201, 0.8813, -0.2477], [3.6410, -0.6924, -0.1565], [-1.5813, -0.2818, -0.7012], [-1.6747, 0.8161, 0.3334]],
  "largest_force_ha_per_bohr": 0.01270,
  "e_above_lowest_kj_mol": 289.5,
  "e_homo_ev": -8.77
}



Record 11
{
  "formula": "C4H7NO",
  "method": "ωB97M-V with the def2-TZVPD basis set",
  "species": ["C", "H", "C", "H", "O", "H", "H", "H", "C", "H", "N", "C", "H"],
  "coordinates": [[0.9282, 0.4679, 0.0776], [-0.3068, 0.6255, 1.7999], [0.8613, -0.3856, -0.9449], [-2.7120, -0.8340, -0.4350], [1.8919, -1.1365, -1.4165], [-0.1967, 2.1352, 0.8916], [1.9011, 0.7012, 0.5101], [-0.0457, -0.5730, -1.5090], [-1.8801, -0.4703, 0.1686], [2.5687, -1.1653, -0.7283], [-1.4915, 0.7268, 0.0406], [-0.2760, 1.0477, 0.7797], [-1.3831, -1.1990, 0.8276]],
  "largest_force_ha_per_bohr": 0.00862,
  "e_above_lowest_kj_mol": 230.5,
  "e_homo_ev": -8.82
}



Record 12
{
  "formula": "C4H7NO",
  "method": "ωB97M-V with the def2-TZVPD basis set",
  "species": ["C", "H", "C", "H", "N", "O", "C", "H", "H", "H", "H", "C", "H"],
  "coordinates": [[-0.4292, -0.7703, -0.0446], [-0.2041, -1.8284, 0.2248], [0.4912, 0.1845, -1.2199], [-2.4324, -1.1428, 0.7929], [0.6785, 0.0751, 0.1347], [2.4738, 1.1502, -0.3126], [-1.7720, -0.3031, 0.5426], [0.2094, 1.1932, -1.5710], [-1.6350, 0.2718, 1.4708], [2.0785, 0.5608, 1.6254], [-2.3187, 0.3328, -0.1572], [1.8223, 0.5971, 0.5645], [1.1837, -0.3164, -1.9013]],
  "largest_force_ha_per_bohr": 0.05542,
  "e_above_lowest_kj_mol": 337.0,
  "e_homo_ev": -9.46
}